{
  "formula": "C64H44O14",
  "method": "wB97M-V/def2-TZVPD",
  "species": ["C", "C", "C", "C", "C", "C", "C", "H", "C", "H", "H", "C", "C", "C", "O", "O", "C", "H", "C", "H", "C", "O", "C", "O", "H", "H", "H", "C", "O", "C", "C", "C", "O", "O", "C", "H", "O", "H", "H", "C", "O", "C", "C", "C", "H", "C", "C", "C", "H", "H", "C", "C", "H", "O", "O", "H", "H", "C", "H", "C", "C", "C", "H", "C", "C", "C", "C", "C", "C", "C", "C", "C", "H", "C", "C", "C", "C", "C", "H", "H", "H", "O", "C", "C", "C", "C", "H", "H", "C", "H", "H", "H", "C", "H", "H", "C", "H", "H", "O", "C", "C", "H", "C", "H", "H", "C", "C", "H", "C", "H", "H", "O", "C", "H", "H", "H", "C", "H", "H", "C", "C", "H"],
  "positions_angstrom": [[-4.1201, -31.2351, 0.2460], [-1.5992, -20.6745, 3.1891], [-2.8697, -26.4876, -3.8650], [-3.3689, -27.3892, -2.8713], [-3.6414, -29.6794, -1.9593], [-3.4573, -31.8151, -0.8777], [-5.6826, -25.6368, 3.8166], [-2.7249, -26.0527, 1.7953], [-4.3510, -29.1273, -0.8931], [-5.8513, -34.1184, 2.2537], [-2.8547, -27.6549, 3.7223], [-7.7422, -26.9729, 3.4549], [-4.7209, -19.9627, 1.1873], [0.4139, -22.0594, 2.5809], [-1.2745, -20.5597, 4.3654], [-6.6200, -34.8311, 4.9105], [-4.5588, -29.9211, 0.2344], [-6.5672, -36.5749, 3.9489], [-4.2663, -26.8988, -1.9586], [-0.6982, -28.7102, 4.4222], [-4.9945, -24.4275, 3.6857], [-0.3419, -32.6604, -3.7823], [-6.7110, -35.5349, 3.6961], [-5.5845, -27.3235, -0.0387], [-3.8996, -35.6431, 1.6502], [-7.2652, -22.6612, 1.9317], [-5.4581, -36.4302, 1.2622], [-7.0096, -28.2251, 4.0472], [-1.0315, -29.3219, 0.3663], [-5.0281, -19.2686, 3.4316], [-1.7882, -26.5443, 2.1031], [-0.7021, -31.1206, -5.5119], [-4.7136, -34.3149, 3.8448], [-2.6418, -29.3192, -4.0756], [-7.5016, -24.6988, 2.4980], [-1.1276, -25.8377, 2.6479], [-5.0446, -33.7034, 6.0525], [-2.2173, -26.8483, -4.6405], [-6.5339, -19.1692, 1.9685], [-0.7624, -21.4189, 2.1898], [-2.9501, -21.1499, -0.7337], [-4.7840, -27.7170, -0.8671], [-5.0958, -29.2642, 5.0615], [-0.2666, -31.5046, -4.1757], [-5.1722, -20.1633, 0.2681], [-6.8701, -30.6464, 4.2805], [-4.4891, -25.5154, -1.8144], [-3.2472, -31.0123, -1.9401], [0.1763, -27.5233, 3.3147], [-3.9168, -23.5062, -2.4491], [-3.0939, -25.1399, -3.6630], [-1.9398, -27.6865, 3.1319], [-5.5854, -18.6333, 4.1310], [-1.9669, -28.8586, 2.3296], [-8.8677, -27.0825, 3.1073], [-3.0531, -32.8254, -0.8432], [-0.7125, -26.8816, 4.7176], [-1.4298, -30.5263, -8.1798], [-2.5201, -32.3143, -8.0215], [-6.9569, -25.7556, 3.2877], [-3.8991, -24.5930, -2.6293], [-1.2002, -21.4692, 0.8708], [0.6551, -21.9247, 3.6109], [1.5098, -28.3551, -3.1994], [1.3128, -22.5555, 1.6710], [-5.5205, -23.3383, 2.9786], [-5.7644, -28.1254, 4.5167], [0.8580, -30.8290, -2.0380], [-5.3908, -34.2046, 5.0278], [-2.5280, -20.9734, 0.3978], [-0.6606, -29.6076, -7.4890], [-1.4831, -31.9824, -6.2049], [-3.2178, -19.4016, 4.6115], [-5.6209, -30.5120, 4.9254], [-1.3099, -28.5536, 1.1831], [-0.6482, -27.7110, 3.9973], [-5.4722, -19.4539, 2.1728], [0.5017, -30.5396, -3.4246], [-0.6691, -22.0701, -1.1473], [-5.0775, -22.3478, 2.9125], [-4.3184, -31.9262, 1.0500], [1.1958, -28.1114, -5.9516], [-7.5691, -29.4990, 3.9527], [-3.3946, -20.3434, 1.4686], [0.8513, -22.5957, 0.3546], [1.4613, -29.8175, -1.3246], [2.1385, -27.7819, -1.2943], [1.7492, -27.4081, -3.7070], [-4.8146, -36.0931, 2.0207], [-1.7038, -32.9118, -5.7211], [-5.1390, -25.1804, -0.9899], [-4.1237, -29.0677, 5.4849], [1.7178, -28.5946, -1.8783], [2.2614, -22.9334, 1.9842], [-3.9630, -24.5242, 4.1009], [-3.7098, -19.5546, 3.6912], [-2.7364, -31.3264, -2.8376], [-8.5496, -29.5852, 3.4538], [-1.1224, -27.1253, 0.9983], [-1.8607, -31.6638, -7.4988], [0.6280, -29.0159, -5.4123], [-2.7182, -24.4245, -4.3573], [-5.5172, -34.9634, 2.8670], [-8.5210, -24.7890, 2.1482], [-1.7112, -30.2804, -9.1699], [-6.8083, -23.5095, 2.4199], [-0.3526, -22.0750, -0.0764], [0.7465, -31.8040, -1.6256], [0.8174, -29.2939, -3.9358], [1.6608, -29.9786, -0.2951], [-4.5781, -36.8935, 2.7194], [-4.0993, -26.5849, 5.3821], [-0.2637, -29.9251, -6.1802], [-7.6382, -35.4136, 3.0465], [1.5581, -22.8839, -0.4232], [-5.0707, -29.5488, 1.1295], [-2.8789, -20.1484, 2.7051], [-7.3582, -31.6051, 4.2991], [-4.9709, -31.3488, 5.2185], [-3.1409, -28.8273, -3.0728], [-5.1213, -26.7423, 4.6767], [-0.2693, -28.6795, -7.8724]],
  "multiplicity": 1,
  "lumo_ev": -1.39,
  "orbital_gap_ha": 0.2884,
  "homo_ev": -9.23,
  "energy_ev": -95746.9305,
  "smiles": "O=C1c2ccccc2C(=O)c2ccccc21.O=C1c2ccccc2C(=O)c2ccccc21.O=C1c2ccccc2C(=O)c2ccccc21.O=C1c2ccccc2C(=O)c2ccccc21.C[C@H]1COC(=O)O1.C[C@H]1COC(=O)O1"
}